(1)
9 unconnected molecules or ions with the total composition C27H54O9 at a distorted geometry, computed with ωB97M-V/def2-TZVPD.

Calculated values
gap between HOMO and LUMO	9.7	eV
SMILES string	CC(C)=O.CC(C)=O.CC(C)=O.CC(C)=O.CC(C)=O.CC(C)=O.CC(C)=O.CC(C)=O.CC(C)=O
LUMO energy	0.40	eV
relative energy (zero: lowest compared OMol25 entry of this formula, charge and spin)	205.94	kJ/mol
HOMO level	-0.34235	Eh

Last column: Löwdin charge in e.
CARTESIAN COORDINATES (ANGSTROEM)
O  9.5752  7.0046  5.4504  0.014
O  5.6890  4.8126  5.7879  0.041
O  6.9280  5.0875  1.5216  0.056
O  7.5796  1.2599  9.0509  0.071
O  9.6055  1.9022  5.0286  0.029
O  12.1435  11.5900  4.8571  0.073
O  6.1354  10.3669  7.6438  0.055
O  8.5887  2.8081  -1.6074  0.035
O  14.6270  4.0778  5.5485  0.042
C  5.4861  4.7930  7.0038  -0.451
C  9.1560  2.5005  0.6671  -0.023
C  9.2604  5.7951  5.3594  -0.446
C  12.8073  4.5053  4.1123  -0.011
C  9.6582  4.7385  -0.6815  0.003
C  9.0629  3.2912  -0.5891  -0.492
C  7.3404  11.7923  6.1500  -0.032
C  9.2508  -0.2025  3.8944  -0.004
C  7.8564  1.9844  9.9645  -0.544
C  8.8979  0.9133  4.9467  -0.440
C  11.8960  12.5043  7.0668  -0.022
C  5.1131  6.0178  7.8441  -0.019
C  5.3568  6.9383  1.4212  -0.016
C  5.9929  5.5941  -0.5917  -0.027
C  11.0749  10.1300  6.4111  -0.018
C  9.0417  5.0250  6.6266  -0.012
C  9.0132  2.8846  9.8930  -0.023
C  8.8746  5.2056  4.0612  -0.028
C  7.1061  1.9350  11.2660  -0.015
C  7.4769  9.3207  5.9132  -0.022
C  13.6697  3.5806  4.9451  -0.472
C  11.7895  11.3969  5.9919  -0.482
C  6.2330  5.8272  0.8441  -0.476
C  5.3529  3.4264  7.7244  -0.007
C  6.9064  10.4829  6.6974  -0.487
C  7.5877  0.8054  5.6877  -0.011
C  13.2665  2.1526  5.0960  -0.027
H  12.6183  12.2688  7.8484  0.080
H  8.7709  1.5018  0.4613  0.084
H  10.1817  2.4583  1.0334  0.086
H  5.8496  3.4084  8.6944  0.063
H  11.2678  9.3399  5.6854  0.082
H  8.2806  12.0553  6.6348  0.077
H  10.5972  4.8023  -0.1317  0.077
H  7.5921  11.7946  5.0894  0.084
H  8.5524  9.1445  5.9310  0.045
H  9.7380  4.9994  -1.7368  0.080
H  6.9707  0.8741  11.4761  0.092
H  13.3677  5.4356  4.0188  0.089
H  5.5066  7.9930  1.1903  0.083
H  8.8889  0.1122  2.9156  0.070
H  8.0858  5.2051  7.1185  0.067
H  4.3649  6.7537  1.0088  0.077
H  6.4014  4.6239  -0.8744  0.085
H  9.5442  4.3760  3.8344  0.066
H  8.7841  -1.1563  4.1406  0.071
H  4.3223  3.0726  7.7506  0.092
H  10.0137  10.3749  6.3656  0.050
H  6.3338  6.4497  -1.1746  0.103
H  5.3070  7.0210  2.5069  0.080
H  4.2933  5.8654  8.5462  0.083
H  7.6280  2.3875  12.1092  0.078
H  13.1591  1.7250  4.0992  0.084
H  9.6040  2.6556  9.0060  0.087
H  8.7987  3.9490  9.9891  0.094
H  10.8800  12.7268  7.3927  0.068
H  12.3208  2.0027  5.6170  0.072
H  11.3212  9.7234  7.3919  0.091
H  4.9513  6.9151  7.2468  0.076
H  7.2176  9.5242  4.8743  0.090
H  8.9372  5.7981  3.1484  0.081
H  4.9174  5.5607  -0.7652  0.088
H  7.0467  8.3641  6.2099  0.072
H  7.8024  0.4368  6.6908  0.076
H  9.6601  2.6747  10.7448  0.090
H  7.8736  4.7741  4.0609  0.080
H  6.1835  2.5148  11.2385  0.085
H  9.7022  5.3738  7.4204  0.086
H  5.9750  6.3341  8.4318  0.079
H  10.3366  -0.2947  3.9157  0.073
H  9.1881  3.9630  6.4295  0.064
H  12.4706  4.0756  3.1688  0.077
H  12.1891  13.4660  6.6457  0.074
H  8.5185  3.0694  1.3440  0.072
H  5.7795  2.6796  7.0547  0.051
H  6.5590  12.5377  6.2978  0.090
H  11.8794  4.7140  4.6448  0.068
H  6.8395  0.2236  5.1494  0.088
H  8.7691  5.2439  -0.3045  0.050
H  13.9332  1.5308  5.6934  0.083
H  7.1919  1.8030  5.8782  0.059


(2)
8 unconnected molecules or ions with the total composition C27H55F9O21S5 at a distorted geometry, computed with ωB97M-V/def2-TZVPD.

Calculated values
total charge	+1
gap between HOMO and LUMO (alpha / beta)	8.6 / 1.7	eV
LUMO energy (alpha / beta)	-3.44 / -10.28	eV
spin multiplicity	2
<S²>	0.76
HOMO level (alpha / beta)	-0.44152 / -0.44152	Eh

Last column: Löwdin spin population.
CARTESIAN COORDINATES (ANGSTROEM)
S  -3.2967  5.6620  -3.2422  0.000
S  2.1055  3.4997  -4.9136  0.000
S  0.2318  6.7373  0.1921  0.000
S  -0.3878  -8.7073  -1.1701  0.000
S  2.1440  -2.7323  7.2173  -0.045
F  3.1350  -3.4698  -0.9550  0.000
F  3.6037  -3.6989  1.0406  0.000
F  0.0267  -2.5365  2.7782  0.000
F  4.8571  -2.5007  -0.2747  0.000
F  -4.1594  0.0266  2.0805  0.000
F  -0.3572  -3.4469  0.7521  0.000
F  -5.8709  0.0623  0.7433  0.000
F  1.3252  -2.1627  0.9532  0.000
F  -4.5618  -1.7817  0.7924  0.000
O  0.0932  -9.7471  -2.0765  0.000
O  1.6505  4.5296  -3.9564  0.000
O  -6.1360  -0.1786  3.6270  0.000
O  1.2960  -1.8501  8.1191  0.229
O  -3.0700  4.1835  -2.5684  0.000
O  -1.7233  -7.8747  -1.8232  0.000
O  6.1655  -4.6366  -0.9129  0.000
O  3.2738  -1.7579  6.4464  0.553
O  -4.5525  5.6745  -4.0361  0.000
O  -0.6593  6.1329  1.1210  0.000
O  -2.9280  6.7373  -2.2964  0.000
O  -0.2895  -0.0380  0.5995  0.000
O  -0.6302  8.0117  -0.4858  0.000
O  -6.8028  -2.1515  2.6512  0.000
O  -0.5963  -9.0031  0.2659  0.000
O  2.8406  -3.9318  7.5816  0.087
O  1.4100  3.2495  -6.1987  0.000
O  1.5839  7.1247  0.5511  0.000
O  2.3402  1.9791  -4.1335  0.000
O  -2.0430  -1.3748  1.2173  0.000
O  4.6512  -5.8699  0.1348  0.000
C  -2.6282  -7.1931  -1.0260  0.000
C  0.1130  -2.3579  1.4283  0.000
C  0.0323  9.1015  -1.2001  0.000
C  1.1753  -3.0841  5.7274  -0.006
C  0.2383  5.6299  -1.3333  0.000
C  -1.0382  9.9864  -1.8288  0.000
C  -6.1009  -1.1059  2.6812  0.000
C  -1.9684  5.4479  -4.5219  0.000
C  -2.1552  -5.7398  -0.6315  0.000
C  5.0398  -4.8446  -0.4032  0.000
C  4.0958  -3.5786  -0.1534  0.000
C  -5.1200  -0.7099  1.5545  0.000
C  3.8229  3.8700  -5.3628  0.000
C  -1.1475  1.0713  0.3871  0.000
C  -0.8332  -1.1934  1.0790  0.000
C  0.1707  0.8920  -4.2874  0.000
C  6.9663  -5.7401  -1.3242  0.000
C  0.8499  -7.3040  -1.2666  0.000
C  -6.7071  -0.5948  4.8358  0.000
C  8.1308  -5.3274  -2.1979  0.000
C  -3.4720  3.0681  -3.3164  0.000
C  1.6195  0.8451  -4.6404  0.000
C  4.4817  -1.4535  7.1993  0.076
C  -0.2954  2.0567  -0.3754  0.000
C  4.0450  -0.6237  8.4717  0.068
C  -6.5885  0.5374  5.8320  0.000
C  -4.0450  2.0316  -2.3528  0.000
H  -1.1631  -5.7984  -0.1838  0.000
H  4.3599  4.0842  -4.4387  0.000
H  0.2105  1.6734  -1.2616  0.000
H  1.6053  -7.5808  -2.0019  0.000
H  -1.7326  6.3953  -5.0065  0.000
H  4.9041  -0.3165  9.0681  0.006
H  -1.9578  0.6949  -0.2373  0.000
H  4.2576  3.0001  -5.8550  0.000
H  -4.1942  3.3202  -4.0929  0.000
H  8.7606  -6.2163  -2.2357  0.000
H  5.3168  -1.0358  6.6370  0.001
H  -7.0933  1.4790  5.6157  0.000
H  6.3378  -6.3852  -1.9382  0.000
H  0.7731  6.2497  -2.0530  0.000
H  -0.2574  1.8907  -4.3735  0.000
H  7.4035  -6.4362  -0.6085  0.000
H  -0.7992  5.4756  -1.6297  0.000
H  -5.5115  0.6324  5.9701  0.000
H  2.0438  -0.1190  -4.3601  0.000
H  1.6648  0.9622  -5.7232  0.000
H  -2.2824  4.6408  -5.1839  0.000
H  0.6959  4.6470  -1.2218  0.000
H  3.7913  4.7621  -5.9883  0.000
H  8.6980  -4.5714  -1.6548  0.000
H  0.5058  -6.3046  -1.5329  0.000
H  -2.6045  2.7083  -3.8696  0.000
H  -7.7726  -0.8176  4.7776  0.000
H  -3.5235  -7.0800  -1.6373  0.000
H  -4.3034  1.1119  -2.8778  0.000
H  -1.2763  9.5931  -2.8171  0.000
H  -4.9675  2.3479  -1.8660  0.000
H  -2.0055  -5.0311  -1.4460  0.000
H  -0.8851  2.8988  -0.7379  0.000
H  -2.9219  -7.7134  -0.1143  0.000
H  3.3975  -1.2269  9.1081  0.000
H  0.7232  -4.0269  6.0355  0.000
H  3.4881  0.2746  8.2051  0.002
H  -6.2324  -1.5180  5.1681  0.000
H  -3.3244  1.7850  -1.5731  0.000
H  1.8916  -3.3776  4.9600  0.000
H  -6.9486  0.2202  6.8107  0.000
H  4.8613  -2.4538  7.4076  0.032
H  0.5488  8.7390  -2.0888  0.000
H  -1.4632  1.5603  1.3087  0.000
H  -0.6110  10.9889  -1.8512  0.000
H  1.3331  -7.2062  -0.2945  0.000
H  0.4483  2.4076  0.3400  0.000
H  0.0330  0.5322  -3.2677  0.000
H  0.6830  9.6522  -0.5208  0.000
H  0.3971  -2.3280  5.6235  -0.001
H  -1.9914  9.7999  -1.3341  0.000
H  -0.5142  0.2871  -4.8816  0.000
H  -2.8236  -5.2103  0.0475  0.000
H  7.7858  -5.0416  -3.1916  0.000
H  -1.1104  5.1335  -3.9278  0.000